Run one
Molecular formula: C3H4FNO
Method: DFT, the ωB97M-V functional and the def2-TZVPD basis

```
! wB97M-V def2-TZVPD RIJCOSX def2/J DEFGRID3
* xyz 0 1
C 1.86758 0.95883 -0.90746
C -0.65491 -0.28778 1.25012
C -1.18065 -0.99052 0.25034
N 0.70426 0.69009 -0.84967
O 2.99315 1.10458 -0.78687
F -0.20852 0.80485 -1.81868
H 0.37232 -0.42973 1.55474
H -0.91152 0.71841 1.50873
H -0.69905 -1.85165 -0.25080
H -2.28267 -0.71707 0.04955
*
```

Output
SMILES: O=C=NF.C=C
HOMO-LUMO gap (eV): 9.8
HOMO level (eV): -9.66



Run two
Molecular formula: C3H4FNO
Method: DFT, the ωB97M-V functional and the def2-TZVPD basis

```
! wB97M-V def2-TZVPD RIJCOSX def2/J DEFGRID3
* xyz 0 1
C 0.85061 0.79910 0.00055
C -0.69353 0.71013 -0.02347
C -0.60550 -0.81420 0.03461
N 0.93659 -0.54548 -0.02214
O 1.65551 1.67607 0.01627
F 1.97863 -1.46336 -0.00412
H -1.18551 1.18993 0.81747
H -1.09496 1.10012 -0.95536
H -0.89065 -1.28679 0.96993
H -0.95119 -1.36551 -0.83374
*
```

Output
SMILES: O=C1CCN1F
HOMO-LUMO gap (eV): 10.9
HOMO level (eV): -10.08



Run three
Molecular formula: C3H4FNO
Method: DFT, the ωB97M-V functional and the def2-TZVPD basis

```
! wB97M-V def2-TZVPD RIJCOSX def2/J DEFGRID3
* xyz 0 1
C -0.44128 1.17636 -0.46126
C -0.61145 1.18093 0.87941
C -0.61478 -0.25918 -0.36878
N 1.59885 -1.11624 -0.29650
O -0.85405 -0.20472 0.99625
F -1.21680 -1.16075 -1.10500
H -0.21838 1.86800 -1.23985
H -0.58893 1.83118 1.72616
H 1.56084 -1.35258 0.69142
H 1.38599 -1.96301 -0.82185
*
```

Output
HOMO-LUMO gap (eV): 8.1
HOMO level (eV): -8.69



Run four
Molecular formula: C3H4FNO
Method: DFT, the ωB97M-V functional and the def2-TZVPD basis

```
! wB97M-V def2-TZVPD RIJCOSX def2/J DEFGRID3
* xyz 0 1
C -1.34802 -0.49835 -0.14788
C -0.39672 0.58045 -0.63624
C 0.81442 -0.43434 0.14302
N -0.33893 -1.26786 0.43515
O -2.51405 -0.68995 -0.23322
F 1.72810 -0.99501 -0.65099
H -0.50879 0.52032 -1.66468
H -0.30512 1.50506 -0.18779
H 1.13019 0.12891 0.95710
H -0.26080 -1.88192 1.21212
*
```

Output
SMILES: O=C1C[C@H](F)N1
HOMO-LUMO gap (eV): 11.0
HOMO level (eV): -10.16



Relative to the most stable structure, the computed energies are run one 0.1307; run two 0.0569; run three 0.1524; run four 0.0000, all in hartree.



Run one
Molecular formula: C15H60O15
Method: DFT, the ωB97M-V functional and the def2-TZVPD basis

```
! wB97M-V def2-TZVPD RIJCOSX def2/J DEFGRID3
* xyz 0 1
C 12.33309 -6.26933 -5.23910
O 12.23360 -5.37063 -6.25933
H 12.66043 -5.85188 -4.28689
H 11.42203 -6.75921 -4.89544
H 13.09421 -7.01521 -5.46815
H 11.78217 -4.60428 -5.89804
C 11.94182 -6.15696 -9.51453
O 12.75270 -5.22289 -8.83608
H 12.03105 -6.04385 -10.59496
H 12.23241 -7.14175 -9.14868
H 10.89807 -6.05737 -9.21661
H 12.57760 -5.35622 -7.90165
C 12.51582 -2.24972 -4.89611
O 11.32296 -2.78604 -5.30879
H 13.14868 -3.09412 -4.62304
H 12.99130 -1.70401 -5.71111
H 12.35716 -1.57090 -4.05818
H 10.75503 -2.03882 -5.51060
C 8.89440 -5.40166 -6.74028
O 7.45391 -5.37406 -6.37758
H 9.46978 -4.93304 -5.94189
H 9.29076 -6.37687 -7.02312
H 9.02406 -4.79323 -7.63532
H 7.36090 -4.66710 -5.73479
C 4.17789 -5.19606 -5.86066
O 3.85391 -4.09664 -5.04572
H 4.88192 -4.92011 -6.64571
H 4.59680 -6.08278 -5.38492
H 3.25969 -5.45288 -6.38892
H 3.14674 -4.35811 -4.45145
C 6.58245 -3.11634 -8.76931
O 5.64982 -2.80877 -9.83792
H 6.34709 -2.47910 -7.91689
H 6.39102 -4.17722 -8.60811
H 7.59677 -3.05784 -9.16408
H 4.74307 -2.84806 -9.52509
C 11.04885 -2.24529 -8.91610
O 11.99714 -2.75335 -9.87546
H 10.05412 -2.64593 -9.11128
H 11.33912 -2.45256 -7.88611
H 10.92811 -1.16946 -9.04295
H 12.33134 -3.57386 -9.50577
C 9.93646 -8.86109 -8.26919
O 8.97037 -9.47449 -7.41531
H 10.86226 -8.73463 -7.70795
H 10.14759 -9.51505 -9.11527
H 9.48541 -7.92101 -8.58685
H 8.89967 -9.00861 -6.57891
C 10.28824 -7.33401 -2.30725
O 9.35123 -6.57947 -3.01437
H 10.30999 -6.89892 -1.30809
H 10.00759 -8.36496 -2.09170
H 11.26993 -7.29383 -2.77923
H 9.62561 -5.67035 -3.15517
C 9.94479 -3.16365 -2.27361
O 10.33604 -4.16101 -3.23878
H 9.50696 -2.30468 -2.78212
H 9.14083 -3.55021 -1.64727
H 10.83424 -2.85404 -1.72486
H 10.86230 -3.63769 -3.84772
C 6.35018 -5.25948 -2.24419
O 7.16771 -6.19033 -1.52681
H 6.96491 -4.36284 -2.32315
H 6.19391 -5.55142 -3.28268
H 5.40758 -5.03166 -1.74650
H 7.85368 -6.49371 -2.12599
C 5.75824 -7.81618 -7.80168
O 6.52123 -6.82083 -8.46608
H 5.56901 -8.64060 -8.48917
H 6.27402 -8.11690 -6.88974
H 4.81460 -7.39269 -7.45773
H 6.91683 -6.32276 -7.74703
C 7.52671 -9.11096 -4.65851
O 8.52427 -8.20503 -5.08084
H 7.93877 -9.64065 -3.79959
H 6.65451 -8.51893 -4.38127
H 7.15140 -9.90109 -5.30884
H 8.78109 -7.58828 -4.39144
C 8.14246 -5.25574 -11.00406
O 8.73912 -6.22881 -11.91190
H 8.66415 -4.29982 -11.05049
H 7.09561 -5.17944 -11.29796
H 8.22390 -5.67516 -10.00129
H 8.34815 -7.06689 -11.65427
C 6.55064 -1.92568 -4.27006
O 6.49714 -3.21851 -4.87411
H 5.95347 -1.17824 -4.79239
H 6.17886 -2.04395 -3.25228
H 7.58331 -1.57693 -4.26234
H 5.55886 -3.40285 -4.95922
*
```

Output
HOMO-LUMO gap (eV): 9.2
HOMO level (eV): -9.45



Run two
Molecular formula: C15H60O15
Method: DFT, the ωB97M-V functional and the def2-TZVPD basis

```
! wB97M-V def2-TZVPD RIJCOSX def2/J DEFGRID3
* xyz 0 1
O 2.65686 0.99698 -1.70188
H 1.83428 1.44952 -1.42934
H 3.37055 1.56837 -1.39714
O -2.00230 3.64109 -1.32563
H -1.87125 4.44350 -0.80328
H -2.11256 3.95148 -2.23241
O -3.08756 -0.93162 -2.54091
H -2.38448 -0.63133 -3.16730
H -3.62130 -1.54158 -3.05860
O -1.37456 -0.03211 -4.56530
H -1.23321 -0.35193 -5.46136
H -0.96819 0.86462 -4.56278
O -4.14175 1.54414 -1.34135
H -3.48456 2.22967 -1.53401
H -3.74187 0.70220 -1.63212
O -4.09018 0.75031 3.45046
H -4.39550 0.86602 2.54299
H -3.24441 1.23314 3.49535
O 2.01437 -0.15621 2.08849
H 2.07707 -1.09823 2.30902
H 2.60444 -0.04412 1.33474
O 0.47260 2.28439 5.04075
H 0.76811 3.08535 5.48953
H 1.14759 1.62413 5.24032
O -2.27469 2.85641 4.18005
H -1.44035 2.47580 4.50350
H -2.70742 3.21339 4.96363
O 1.55704 3.87220 1.80437
H 0.92944 4.51324 2.15426
H 1.00811 3.15168 1.46390
C -0.46050 1.21676 1.59471
C 0.23065 1.00885 0.27030
C -0.55707 0.05419 -0.60325
O 0.40687 2.26318 -0.47479
H -1.48888 1.58695 1.52548
H 0.09056 1.79479 2.33643
H -0.63284 0.25517 2.09323
H 1.24469 0.62013 0.37699
H -0.68881 -0.93993 -0.16848
H -0.11803 -0.09531 -1.59179
H -1.57915 0.41520 -0.75155
H -0.52979 2.41877 -0.71965
C 1.13415 4.03382 -4.44527
C 0.70341 3.02291 -5.50579
C 1.60851 1.80599 -5.57607
O -0.62774 2.57999 -5.21055
H 0.52136 4.93916 -4.47459
H 2.13651 4.41361 -4.68128
H 1.17148 3.61892 -3.44046
H 0.73967 3.54111 -6.47253
H 2.64224 2.10606 -5.74607
H 1.31333 1.13776 -6.38154
H 1.59857 1.33017 -4.59386
H -1.23811 3.31795 -5.26664
C -1.25379 -1.15243 5.07047
C -0.68124 -1.76187 6.35559
C -0.96817 -0.88780 7.56345
O -1.22794 -3.04374 6.63319
H -1.08021 -1.83161 4.23096
H -0.81499 -0.18122 4.84234
H -2.32777 -0.99592 5.20224
H 0.40453 -1.81080 6.18295
H -0.90336 0.18903 7.36705
H -0.15927 -0.97504 8.29747
H -1.94172 -1.10309 7.99413
H -1.15129 -3.54536 5.81000
C 0.97925 -2.51496 -3.03670
C 2.49565 -2.43245 -3.01191
C 3.24652 -3.53422 -3.77330
O 2.92754 -1.17961 -3.53700
H 0.67598 -3.54626 -2.82524
H 0.52276 -2.13642 -3.94461
H 0.61389 -1.97947 -2.15735
H 2.91511 -2.48740 -1.99576
H 4.27791 -3.23580 -3.95268
H 2.81946 -3.54940 -4.78620
H 3.14793 -4.53281 -3.35846
H 2.63186 -0.49896 -2.91132
C 0.71361 -4.64668 -0.04473
C 0.69124 -3.27517 0.61842
C -0.66257 -3.00715 1.26228
O 1.65046 -3.25838 1.69414
H 0.50349 -5.41693 0.69760
H 1.69533 -4.83602 -0.49928
H 0.03597 -4.75781 -0.89283
H 0.92606 -2.52870 -0.14683
H -0.88267 -3.77624 2.00507
H -1.47516 -2.97662 0.53660
H -0.64155 -2.06096 1.80845
H 2.41177 -3.70845 1.30088
*
```

Output
HOMO-LUMO gap (eV): 9.8
HOMO level (eV): -9.78



Relative to the most stable structure, the computed energies are run one 0.2678; run two 0.0000, all in hartree.



Run one
Molecular formula: C3H3NOS3
Method: DFT, the ωB97M-V functional and the def2-TZVPD basis

```
! wB97M-V def2-TZVPD RIJCOSX def2/J DEFGRID3
* xyz 0 1
C -0.67180 -0.19408 0.05953
C -0.16892 -1.47123 0.12768
C 1.43480 -0.01867 -0.31347
H -3.12802 -0.82336 0.05793
H -0.60033 -2.50111 -0.23545
H 1.16407 2.55595 0.79770
N 0.26792 0.64691 -0.33819
O 1.13144 -1.37522 -0.11072
S -2.36258 0.34449 -0.00933
S 2.99384 0.53705 0.04907
S -0.06043 2.29926 -0.08474
*
```

Output
SMILES: S=c1occ(S)n1S
HOMO-LUMO gap (eV): 8.4
HOMO level (eV): -8.21



Run two
Molecular formula: C3H3NOS3
Method: DFT, the ωB97M-V functional and the def2-TZVPD basis

```
! wB97M-V def2-TZVPD RIJCOSX def2/J DEFGRID3
* xyz 0 1
C 0.00434 0.05223 0.28639
C -0.88394 -0.92795 0.99574
C 0.88048 1.12554 1.03303
H -1.24693 -0.07041 -3.32771
H -1.85318 -1.76693 0.16412
H 2.07742 0.62755 -0.92814
N -0.10572 0.04692 -1.06170
O 0.47450 1.73700 2.09244
S -1.25786 -0.72272 -2.00398
S -0.54807 -1.52233 2.63852
S 2.45896 1.42111 0.11129
*
```

Output
HOMO-LUMO gap (eV): 7.0
HOMO level (eV): -9.12



Run three
Molecular formula: C3H3NOS3
Method: DFT, the ωB97M-V functional and the def2-TZVPD basis

```
! wB97M-V def2-TZVPD RIJCOSX def2/J DEFGRID3
* xyz 0 1
C -1.14548 -0.45623 0.16103
C -1.09662 0.86657 0.93659
C 1.26178 -0.24971 -0.23594
H -2.11662 1.20927 1.19332
H -0.44840 0.77578 1.86076
H 2.09404 1.60736 -0.02022
N 1.21173 1.09722 -0.29249
O 0.02252 -0.88008 -0.40600
S -2.49837 -1.25534 -0.14250
S -0.27769 2.03038 -0.23565
S 2.63172 -1.09980 0.19637
*
```

Output
SMILES: S=C1CSNC(=S)O1
HOMO-LUMO gap (eV): 8.4
HOMO level (eV): -9.05



Relative to the most stable structure, the computed energies are run one 0.0580; run two 0.1470; run three 0.0000, all in hartree.



Run one
Molecular formula: C20H25F15O10
Method: DFT, the ωB97M-V functional and the def2-TZVPD basis

```
! wB97M-V def2-TZVPD RIJCOSX def2/J DEFGRID3
* xyz 0 1
C 3.77972 -1.75239 -5.25639
C 3.55916 -2.05140 -3.78202
O 2.38417 -2.84713 -3.62266
C 1.25592 -2.19763 -3.37315
O 1.11836 -1.02330 -3.22831
C 0.09720 -3.21254 -3.25139
F -0.10167 -3.81398 -4.43413
F 0.38010 -4.14216 -2.33500
F -1.02133 -2.59648 -2.90457
H 4.65585 -1.12597 -5.40518
H 2.93707 -1.15263 -5.61152
H 3.82638 -2.70391 -5.77856
H 3.49800 -1.14520 -3.18025
H 4.40768 -2.59758 -3.36769
C 0.02574 -1.93531 0.24772
C -0.03275 -1.46213 1.67644
O 0.99216 -0.47093 1.88973
C 0.63398 0.76929 2.13571
O -0.47483 1.20509 2.19788
C 1.84851 1.68976 2.39206
F 2.99459 1.00601 2.49191
F 1.96770 2.59228 1.40434
F 1.64721 2.35982 3.54469
H -0.55646 -2.85342 0.14851
H 1.05068 -2.22916 0.01172
H -0.32536 -1.19111 -0.46264
H 0.20596 -2.30584 2.32111
H -1.00238 -1.04479 1.93384
C -0.80002 6.48646 1.08837
C -0.34114 5.12640 1.54095
O -1.03718 4.07057 0.89610
C -2.25462 3.82318 1.32214
O -2.83584 4.40809 2.18692
C -2.91081 2.70272 0.48081
F -3.67218 1.92027 1.23935
F -3.68933 3.25813 -0.47087
F -1.99155 1.94213 -0.12159
H -0.12194 7.23969 1.49304
H -1.82753 6.67400 1.38915
H -0.75004 6.60158 0.00303
H -0.42494 5.04228 2.62932
H 0.72620 4.99449 1.36848
C -1.95143 0.44837 -2.90640
C -1.61004 0.86432 -4.31946
O -1.42253 -0.26922 -5.19271
C -0.39603 -0.25515 -6.02294
O 0.54510 0.47762 -5.99943
C -0.55611 -1.36032 -7.08830
F 0.64171 -1.77744 -7.49816
F -1.23170 -2.41664 -6.62804
F -1.22362 -0.86929 -8.14431
H -1.05161 0.27484 -2.31993
H -2.52918 -0.47539 -2.85743
H -2.54695 1.24379 -2.46168
H -0.69873 1.46317 -4.30074
H -2.38134 1.47401 -4.79004
C 1.48307 -0.46510 5.53266
C 0.11369 -0.67089 6.12869
O -0.12734 -2.08679 6.13430
C -0.85973 -2.56409 7.11537
O -1.17477 -2.00455 8.12175
C -1.31120 -4.01373 6.84912
F -0.93889 -4.79192 7.86513
F -2.65817 -4.02289 6.77940
F -0.83307 -4.51492 5.71574
H 1.71278 0.56563 5.27112
H 1.61278 -1.04361 4.61711
H 2.22106 -0.78999 6.26813
H -0.68223 -0.20192 5.54516
H 0.03403 -0.27514 7.13850
*
```

Output
SMILES: CCOC(=O)C(F)(F)F.CCOC(=O)C(F)(F)F.CCOC(=O)C(F)(F)F.CCOC(=O)C(F)(F)F.CCOC(=O)C(F)(F)F
HOMO-LUMO gap (eV): 11.7
HOMO level (eV): -11.26



Run two
Molecular formula: C20H25F15O10
Method: DFT, the ωB97M-V functional and the def2-TZVPD basis

```
! wB97M-V def2-TZVPD RIJCOSX def2/J DEFGRID3
* xyz 0 1
C 0.09140 5.68114 -2.39961
C 1.34740 4.83214 -2.62261
O 0.92940 3.51014 -3.12161
C 1.85840 2.63514 -3.59161
O 3.01040 2.88814 -3.66661
C 1.22840 1.23814 -3.77361
F -0.06460 1.34114 -4.04961
F 1.77940 0.70014 -4.84361
F 1.36640 0.43714 -2.59561
H 0.20140 6.57614 -2.26461
H -0.20660 5.36314 -1.34261
H -0.55160 5.38514 -2.99261
H 2.03340 4.88414 -1.77861
H 1.90240 5.30214 -3.47961
C 6.53640 -3.02886 -1.49761
C 4.91340 -2.92286 -1.31361
O 4.62140 -1.86086 -0.44861
C 3.24540 -1.67286 -0.29961
O 2.30040 -2.14386 -1.00261
C 2.93340 -0.96086 1.00039
F 2.29340 -1.92086 1.79839
F 3.99440 -0.53986 1.70039
F 1.94940 0.04014 0.95139
H 6.86040 -2.25386 -1.90661
H 7.09740 -4.05086 -1.84361
H 6.83840 -3.04086 -0.38961
H 4.48840 -3.77486 -0.91561
H 4.42940 -2.67186 -2.17461
C -7.14760 5.56814 2.35539
C -6.09460 4.46114 2.72739
O -5.81260 3.70414 1.62439
C -4.72460 4.02514 0.88239
O -3.97960 4.94514 0.86439
C -4.42560 2.92014 -0.10061
F -4.13060 1.61314 0.50739
F -5.31460 2.72314 -1.07461
F -3.17960 3.16714 -0.73061
H -7.93260 5.22814 1.83639
H -6.62060 6.38014 1.75539
H -7.58560 5.91414 3.41839
H -6.38060 3.86414 3.43939
H -5.22960 5.08714 3.03539
C 1.06040 -5.57886 -0.99861
C 1.19240 -6.72386 0.08139
O 1.52240 -6.26886 1.34939
C 0.99840 -7.04286 2.45439
O 0.68740 -8.24686 2.38939
C 1.05840 -6.15886 3.74239
F 1.17340 -4.96286 3.31539
F -0.07960 -6.39186 4.48739
F 2.07740 -6.49886 4.52139
H 0.62040 -5.86486 -1.85261
H 1.90240 -4.97686 -1.02861
H 0.16740 -4.89086 -0.50161
H 2.18340 -7.36786 -0.16961
H 0.27440 -7.37486 0.03939
C -1.54360 -1.60486 0.45139
C -0.95560 -0.29786 -0.16061
O -1.13360 0.71214 0.83139
C -0.47060 1.86014 0.68639
O 0.05540 2.16414 -0.38361
C -0.72160 2.77614 1.81839
F -0.01760 2.42314 2.81939
F -0.52360 4.10714 1.55239
F -2.12460 2.65714 2.20239
H -2.40760 -1.24886 0.87039
H -0.93160 -1.68586 1.32539
H -1.57460 -2.56786 -0.05761
H -1.39860 -0.09286 -1.13861
H 0.04040 -0.42486 -0.32261
*
```

Output
SMILES: CCOC(=O)C(F)(F)F.CCOC(=O)C(F)(F)F.CCOC(=O)C(F)(F)F.CCOC(=O)C(F)(F)F.CCOC(=O)C(F)(F)F
HOMO-LUMO gap (eV): 10.8
HOMO level (eV): -10.89



Relative to the most stable structure, the computed energies are run one 0.0000; run two 0.3194, all in hartree.